10
Properties=species:S:1:pos:R:3:forces:R:3 method="wB97M-V/def2-TZVPD" smiles=OCCO homo_lumo_gap_ha=0.4083 total_charge=0 e_above_lowest_ev=3.519 lumo_energy_ev=0.7 homo_ha=-0.3811
C 0.5703 -0.4792 0.1493 -0.5 -2.3 -0.5
C -0.4415 0.5462 -0.0912 -5.3 -2.6 3.5
H 0.4198 -0.7089 1.2054 0.5 -1.1 0.0
H 0.3407 -1.4907 -0.6503 0.8 3.0 2.7
H -0.3959 0.8228 -1.0192 0.3 2.3 -5.3
H -0.7112 1.3405 0.6016 1.3 0.2 0.2
H -1.9405 -0.7069 -0.4991 -1.8 -12.0 -11.6
H 2.1592 0.8184 0.4209 -1.5 -2.8 -1.7
O -1.8391 -0.1397 0.0399 3.8 12.8 11.5
O 1.8383 -0.0024 -0.1572 2.3 2.4 1.2

=====

23
Properties=species:S:1:pos:R:3:forces:R:3 method="wB97M-V/def2-TZVPD" smiles="N[C@@H](C[NH3+])C1=[NH+]CCN1" homo_lumo_gap_ha=0.3959 total_charge=+2 e_above_lowest_ev=1.341 lumo_energy_ev=-6.9 homo_ha=-0.6493
C -0.7281 -0.0546 -0.2812 1.4 0.6 -1.1
C -2.7646 0.3807 0.7780 2.1 -3.4 0.5
C -2.9720 -0.4509 -0.5213 -1.4 3.6 -2.4
C 1.5182 -1.0559 0.4111 -1.3 -2.5 -0.2
C 0.7760 -0.0108 -0.4283 0.5 1.0 1.9
N -1.3218 0.6523 0.6120 -1.0 1.6 0.7
N -1.5808 -0.6142 -1.0917 -2.7 -1.2 1.1
N 1.4457 1.3352 -0.0298 -2.1 -2.5 1.2
N 2.9646 -0.7108 0.2423 -0.2 -1.2 0.9
H -3.3951 1.2292 1.0117 0.1 0.0 -0.1
H -2.5548 -0.3753 1.6154 -2.1 1.1 -0.5
H -3.5247 -1.3450 -0.3712 0.0 -1.0 0.1
H -3.5533 0.1731 -1.3584 1.0 -1.3 1.9
H 1.3929 -1.2525 1.5251 -0.4 1.3 -1.2
H 1.1992 -2.1155 0.0274 1.3 1.8 0.2
H 0.9652 -0.2643 -1.4618 0.4 0.3 -0.4
H -0.9117 1.2642 1.2656 0.9 0.5 0.6
H -1.6240 -1.2715 -1.8476 1.4 -0.2 -0.4
H 1.1310 1.9023 -0.7668 -0.1 1.9 -0.9
H 0.9918 1.6486 0.8788 0.9 -0.2 -1.6
H 3.3626 -1.5161 0.8070 0.9 1.7 -1.0
H 3.0669 0.2891 0.5893 0.2 -1.2 0.0
H 3.2695 -0.6524 -0.7446 0.1 -0.6 0.5

=====

54
Properties=species:S:1:pos:R:3:forces:R:3 method="wB97M-V/def2-TZVPD" homo_lumo_gap_ha=0.3230 total_charge=0 e_above_lowest_ev=1.263 lumo_energy_ev=-0.5 homo_ha=-0.3422
C 3.7126 2.1901 -1.8775 -0.5 0.1 -0.6
C 2.2046 1.9639 -1.4813 0.9 0.5 0.9
C 1.6224 3.2587 -0.7679 -0.7 -1.1 -0.9
F 0.7944 2.7654 0.2880 0.8 0.6 -0.6
B 0.6560 3.9633 -1.8323 0.0 1.9 0.8
O 1.0550 4.3789 -3.1201 -1.0 -2.3 0.5
B 0.1943 3.6657 -3.9958 -0.6 1.7 -0.3
O -1.2145 3.7724 -3.7960 1.4 -1.5 1.4
B -1.4111 3.4045 -2.4483 -0.2 1.7 -1.2
N -2.2990 2.2189 -2.1863 -0.2 0.3 3.8
C -3.5387 2.5664 -1.5213 0.0 0.1 -0.2
O -4.4928 2.6989 -2.1718 -1.6 0.4 -0.8
F -3.6359 2.7521 -0.1843 1.2 -0.4 -0.7
C -1.5989 1.1358 -1.5543 0.4 0.2 -0.2
O -1.0206 0.3809 -2.2387 1.0 -0.9 -0.7
F -1.5565 0.9570 -0.2217 -0.9 0.9 -0.7
O -0.7256 4.1402 -1.4773 0.6 -2.2 -1.0
H 3.7872 2.4274 -2.9679 0.1 -0.3 0.9
H 4.2942 1.2753 -1.6382 -0.2 0.7 -0.3
H 4.1479 3.0679 -1.3472 -0.3 -0.8 -0.2
H 2.1593 1.1389 -0.7290 -0.1 0.7 -0.5
H 1.5738 1.6406 -2.3420 0.5 0.2 0.5
H 2.4196 3.9246 -0.3736 -0.5 -0.6 0.0
H 0.5746 2.9772 -4.8764 0.2 0.1 -0.1
C -1.8494 -2.5930 -0.7765 0.0 0.0 0.3
C -0.7055 -3.5649 -0.9085 0.2 -0.1 0.2
O -0.0147 -3.8601 0.0423 -0.1 0.0 -0.1
C -0.4554 -4.1549 -2.2730 0.3 -0.2 0.1
H -1.9132 -2.2487 0.2558 0.0 0.0 -0.1
H -1.6796 -1.7314 -1.4238 -0.1 -0.2 -0.1
H -2.7879 -3.0843 -1.0410 0.0 0.1 -0.2
H -0.2273 -3.3602 -2.9858 -0.2 0.0 -0.1
H -1.3326 -4.7141 -2.6034 0.0 0.2 -0.1
H 0.3947 -4.8349 -2.2222 -0.1 0.0 0.0
C -1.4040 3.3162 2.2002 0.3 0.2 0.1
C -1.3739 4.1218 3.4740 0.2 0.1 0.0
O -0.3952 4.7605 3.7942 -0.2 -0.1 0.0
C -2.6125 4.1010 4.3354 0.2 0.2 0.2
H -0.4522 3.4226 1.6834 -0.3 0.0 0.2
H -1.5620 2.2607 2.4315 -0.2 0.0 -0.1
H -2.1992 3.6816 1.5493 -0.1 -0.2 0.1
H -2.8236 3.0803 4.6595 -0.2 0.0 -0.1
H -3.4613 4.4997 3.7767 -0.1 -0.2 0.0
H -2.4505 4.7217 5.2165 0.0 0.0 -0.1
C 1.9883 -7.0546 3.7885 0.0 -0.3 0.1
C 2.2268 -7.2047 2.3063 0.1 -0.2 -0.2
O 2.3569 -8.2965 1.7970 0.0 0.1 0.1
C 2.2962 -5.9415 1.4880 0.0 -0.2 -0.2
H 1.9616 -8.0407 4.2516 0.0 0.0 -0.1
H 2.7974 -6.4771 4.2393 -0.1 0.2 0.0
H 1.0317 -6.5587 3.9632 0.1 0.2 0.0
H 3.1195 -5.3158 1.8384 -0.1 0.1 0.1
H 1.3533 -5.3974 1.5610 0.1 0.2 0.1
H 2.4711 -6.1974 0.4435 0.0 0.0 0.1

=====

24
Properties=species:S:1:pos:R:3:forces:R:3 method="wB97M-V/def2-TZVPD" smiles=C[C@@]12C[C@]1(C)[NH2+]CCN2 homo_lumo_gap_ha=0.3666 total_charge=+1 e_above_lowest_ev=2.203 lumo_energy_ev=-3.1 homo_ha=-0.4798
C -0.5545 0.0230 1.5115 2.2 1.2 0.4
C 1.8675 0.8826 -0.4999 -2.1 -0.9 -1.2
C 2.0836 -0.4559 0.2594 0.9 0.5 -3.9
C -0.4939 0.9036 0.2413 0.2 -0.8 0.8
C -0.3807 -0.5705 0.2044 -0.7 -2.5 -1.7
C -1.7240 1.4923 -0.4621 1.4 -1.6 0.4
C -1.4614 -1.3306 -0.6073 0.5 0.5 3.4
N 0.7071 1.6053 0.0671 3.2 1.1 -0.1
N 0.9185 -1.3096 -0.0553 -0.7 2.3 2.8
H 0.3687 0.0938 2.1947 -2.0 -0.1 -0.9
H -1.5124 -0.0923 1.8641 -1.8 -0.3 1.6
H 2.7071 1.4945 -0.3224 1.1 0.7 -0.1
H 1.7224 0.7872 -1.6377 0.4 -0.3 1.6
H 2.9514 -0.9482 -0.1793 0.2 -0.1 0.3
H 2.2377 -0.2525 1.2709 -0.1 -0.2 1.7
H -1.5965 1.1289 -1.5032 -0.5 1.1 0.3
H -1.6414 2.5282 -0.2640 -0.2 1.2 -0.6
H -2.6494 1.1330 -0.0417 -0.3 -0.2 0.0
H -1.4329 -0.9190 -1.5508 -0.2 0.3 -2.4
H -2.4243 -1.1491 -0.1504 -0.3 0.0 -0.1
H -1.2889 -2.3811 -0.5515 0.1 -0.9 -0.3
H 1.1949 2.0020 0.8840 -1.7 0.2 0.0
H 0.8518 -1.5580 -0.9840 0.5 -0.6 -2.9
H 0.9089 -2.1570 0.4728 0.0 -0.8 0.7

=====

10
Properties=species:S:1:pos:R:3:forces:R:3 method="wB97M-V/def2-TZVPD" homo_lumo_gap_ha="0.3138 / 0.3192" total_charge=0 e_above_lowest_ev=5.471 lumo_energy_ev="0.2 / 0.3" homo_ha="-0.3062 / -0.3074"
C -0.1239 1.9288 0.5951 3.4 -1.7 1.4
C 0.1114 -0.5681 0.7752 2.1 1.3 -4.1
O 0.7016 2.6217 1.0783 -0.6 -0.5 -0.5
Si 0.0643 -1.2312 -0.9863 -1.9 -0.6 2.4
H -1.0549 2.2343 0.2603 -2.4 0.7 -1.0
H -0.6345 -0.3424 1.3802 -3.4 0.3 2.9
H 1.0841 -0.5294 1.1906 0.8 0.0 0.6
H 0.7883 -0.3695 -1.7662 2.4 0.9 -1.4
H -1.1295 -1.0695 -1.7988 -1.0 -0.1 0.2
H 0.1931 -2.6747 -0.7283 0.6 -0.2 -0.7